Record 1
79
Properties=species:S:1:pos:R:3 method="wB97M-V/def2-TZVPD" multiplicity=2 s_squared=0.767 e_homo_ev="-6.44 / -6.39" total_charge=0 e_tot_ev=-379803.50991 max_force_ha_per_bohr=0.0056 relative_energy_ev=0.015
Ru 1.72352 -0.25129 0.01599
C 1.97587 -0.36249 4.46643
O 2.84817 -1.37567 3.88427
C 2.50222 -1.42252 2.59687
N 1.47100 -0.77136 2.20614
C 0.90072 -0.10637 3.38646
C -0.45734 -0.66395 3.73362
C -0.69674 -2.03405 3.71896
C -1.94407 -2.52999 4.06449
C -2.96373 -1.65921 4.42677
C -2.72974 -0.29247 4.44336
C -1.47962 0.20168 4.09763
C 3.21620 -2.24250 1.62000
C 4.03651 -3.33165 1.86094
C 4.30992 -4.19012 0.80374
C 3.64348 -4.02213 -0.40619
C 2.84933 -2.90176 -0.55783
N 2.77864 -1.95970 0.38708
C 1.79882 -2.69667 -1.55111
N 0.90287 -1.79201 -1.37615
C -0.14856 -2.06915 -2.38495
C 0.55797 -3.06447 -3.32576
O 1.65915 -3.57821 -2.54143
C -0.72267 -0.94424 -3.20880
C -0.17106 0.32399 -3.30001
C -0.69527 1.24695 -4.19704
C -1.77148 0.91502 -5.00374
C -2.33995 -0.34787 -4.90361
C -1.81744 -1.26842 -4.01042
H 2.58959 0.51626 4.65959
H 1.57353 -0.75928 5.39443
H 0.79898 0.95694 3.15985
H 0.08905 -2.71646 3.41495
H -2.12551 -3.59686 4.04130
H -3.94027 -2.04610 4.68719
H -3.52436 0.39222 4.71042
H -1.29944 1.27033 4.08319
H 4.41244 -3.51544 2.85752
H 4.95995 -5.04130 0.95090
H 3.70562 -4.75395 -1.19884
H -0.96848 -2.55996 -1.85001
H 0.97622 -2.55128 -4.19250
H -0.06032 -3.89978 -3.64124
H 0.63980 0.60620 -2.64481
H -0.25941 2.23573 -4.25736
H -2.17523 1.63988 -5.69856
H -3.19237 -0.61344 -5.51529
H -2.27121 -2.25094 -3.92805
Se 3.07222 0.32849 -1.96417
Se 5.13330 -0.25680 -1.05151
Se 5.17005 1.25397 0.74489
Se 2.89867 1.55202 1.05021
C -1.38762 4.22256 -1.67088
Si 0.18070 3.65243 -0.80254
C 0.57001 4.91689 0.53358
C 1.58843 3.71235 -2.04251
As -0.04892 1.58270 0.24814
Si -2.27403 0.91796 0.03620
C -3.20563 1.11439 -1.58287
C -2.34653 -0.89885 0.51985
C -3.25999 1.93268 1.27962
H -1.25052 5.25027 -2.01996
H -2.25262 4.20982 -1.00456
H -1.61798 3.59754 -2.53514
H 0.71529 5.91369 0.10735
H 1.47966 4.63739 1.06978
H -0.24148 4.96732 1.26276
H 1.63569 4.71208 -2.48553
H 1.47746 2.98695 -2.84967
H 2.54636 3.50683 -1.56157
H -2.78129 0.52637 -2.39380
H -3.25829 2.15419 -1.90478
H -4.23037 0.76610 -1.41401
H -1.56797 -1.46941 0.00819
H -3.31944 -1.32644 0.26162
H -2.19201 -1.02702 1.59215
H -3.24239 2.99116 1.00772
H -2.85088 1.84087 2.28561
H -4.30516 1.60934 1.29742

***

Record 2
23
Properties=species:S:1:pos:R:3 method="wB97M-V/def2-TZVPD" multiplicity=1 e_homo_ev=-12.70 total_charge=+1 e_tot_ev=-9434.67491 max_force_ha_per_bohr=0.0423 relative_energy_ev=5.297
C -3.46380 0.09823 -0.47266
C -2.12697 0.66655 0.02522
C -1.22730 -0.51138 0.37532
C 0.15150 -0.07209 0.84748
C 0.37749 -0.00055 2.21946
C 2.21750 0.96235 0.30129
N 1.03249 0.22603 -0.09710
N 3.25430 -1.06369 -2.23267
H -4.26437 0.83003 -0.52783
H -3.78364 -0.63929 0.27862
H -3.38563 -0.45966 -1.40297
H -1.69695 1.30125 -0.75613
H -1.78068 -1.24866 0.95914
H -2.27264 1.29976 0.90593
H -0.34383 -0.44246 2.88646
H 1.35083 0.26580 2.61854
H 3.05208 0.29735 0.58163
H 2.58277 1.64537 -0.45912
H 1.96678 1.54093 1.18924
H 2.97401 -1.09132 -3.19765
H -0.88117 -0.91452 -0.57970
H 2.58676 -0.76780 -1.54621
H 3.68044 -1.92223 -1.91628

***

Record 3
14
Properties=species:S:1:pos:R:3 method="wB97M-V/def2-TZVPD" multiplicity=2 s_squared=0.754 e_homo_ev="-14.39 / -14.33" total_charge=+1 e_tot_ev=-6783.19753 max_force_ha_per_bohr=0.0433 relative_energy_ev=3.111
C 1.14073 -2.52194 -1.31309
O 1.01147 -1.32852 -0.61128
H 0.23537 -2.59850 -1.91428
H 1.97583 -2.39802 -2.00162
H 1.12017 -3.43912 -0.70851
C -1.07532 1.00355 0.56583
C -1.49300 1.58941 1.66447
N 0.28274 1.34513 0.11231
H -1.59925 0.24740 0.02015
H -0.94920 1.66082 2.61730
H -2.46857 2.08602 1.72240
H 0.20520 1.92586 -0.72070
H 0.77594 1.86598 0.81211
H 0.83788 0.56194 -0.24509

***

Record 4
89
Properties=species:S:1:pos:R:3 method="wB97M-V/def2-TZVPD" multiplicity=3 s_squared=2.011 e_homo_ev="-0.75 / -1.60" total_charge=-2 e_tot_ev=-166550.98009 max_force_ha_per_bohr=0.0230 relative_energy_ev=1.322
Ti -0.16154 -0.12302 0.46937
O 0.82299 -3.47324 -2.11951
C 0.13318 -2.66806 -1.47281
N 0.56305 -1.65418 -0.72408
C 2.02995 -1.58576 -0.68857
C 2.55978 -0.88560 0.53317
C 3.91431 -0.92260 0.83966
C 4.38761 -0.31254 1.98232
C 3.46697 0.29334 2.82070
C 2.13455 0.29145 2.46569
N 1.67790 -0.24864 1.33180
C -1.37163 -2.87242 -1.51782
C -1.86790 -3.79726 -2.43769
C -3.22531 -4.04573 -2.46453
C -4.04694 -3.37458 -1.57082
C -3.46284 -2.46865 -0.70243
N -2.15650 -2.21018 -0.67384
H 2.37326 -1.06168 -1.58886
H 2.43306 -2.60005 -0.72341
H 4.58430 -1.43764 0.16127
H 5.44414 -0.31391 2.21724
H 3.76247 0.77830 3.74221
H 1.37405 0.75732 3.07876
H -1.16624 -4.29265 -3.09216
H -3.63935 -4.75820 -3.16908
H -5.11540 -3.54603 -1.54201
H -4.07175 -1.91779 0.00802
C -2.33636 0.96651 -1.79827
N -1.81149 1.20550 -0.44813
C -1.16606 2.55657 -0.43850
C 0.12546 2.69101 0.36057
N -0.15029 2.78019 1.77106
C 0.74612 3.27452 2.61032
C 0.35003 3.46838 3.97559
F -0.91162 3.14910 4.32311
C 1.16839 3.96001 4.95994
F 0.69371 4.12989 6.20856
C 2.48614 4.30742 4.68859
F 3.28940 4.82043 5.65260
C 2.93431 4.12846 3.39571
F 4.21342 4.42610 3.10159
C 2.11112 3.63136 2.40443
F 2.69935 3.41580 1.20581
C -2.89925 1.03293 0.54450
C -2.42303 0.70601 1.96084
N -1.55554 -0.47694 2.01322
C -2.02587 -1.64729 2.45412
C -3.37716 -2.01562 2.68767
F -4.40096 -1.17874 2.36472
C -3.75996 -3.26724 3.13296
F -5.06876 -3.53329 3.30086
C -2.83248 -4.25938 3.37449
F -3.20499 -5.47635 3.83156
C -1.49729 -3.96034 3.14875
F -0.56923 -4.89885 3.39551
C -1.11700 -2.71654 2.71148
F 0.18681 -2.49778 2.53585
H -3.07972 1.73312 -2.06887
H -2.80871 -0.01222 -1.84228
H -1.52088 0.99978 -2.51913
H -1.89046 3.28743 -0.05816
H -0.92217 2.78214 -1.47441
H 0.69437 3.51931 -0.08158
H 0.81661 1.84465 0.12082
H -3.51969 0.21139 0.18240
H -3.51377 1.94711 0.55259
H -1.83819 1.54840 2.31775
H -3.29976 0.61573 2.60786
C 6.84153 2.56515 -5.39806
C 5.49705 2.24435 -4.80093
C 5.23327 2.45921 -3.45470
C 3.99948 2.16622 -2.88278
C 3.78960 2.44044 -1.42419
C 2.96072 1.63442 -3.67320
Se 1.25492 1.25621 -2.92462
C 3.22816 1.40099 -5.03738
C 2.17187 0.82477 -5.93788
C 4.47242 1.71101 -5.57283
H 7.52082 2.95405 -4.63662
H 6.76931 3.31769 -6.18945
H 7.31232 1.68068 -5.83807
H 6.01482 2.86966 -2.81870
H 4.71462 2.76904 -0.94477
H 3.40977 1.55634 -0.90590
H 3.02484 3.20525 -1.27932
H 1.62009 0.03718 -5.42358
H 2.61640 0.43312 -6.85731
H 1.42994 1.58389 -6.20475
H 4.64544 1.51555 -6.62984

***

Record 5
9
Properties=species:S:1:pos:R:3 method="wB97M-V/def2-TZVPD" multiplicity=1 e_homo_ev="-6.10 / -6.10" total_charge=0 e_tot_ev=-10605.42119 max_force_ha_per_bohr=0.0681 relative_energy_ev=3.012
F -2.25706 0.05348 -2.88478
O -0.76941 -0.31013 -1.22372
O -0.46807 1.74692 -0.43022
C -1.34064 0.59925 -2.07131
C -1.47015 1.79482 -1.42148
C -0.68030 0.40532 0.05027
H -1.67102 2.76670 -1.86401
Rb 1.59119 -0.98359 2.82896
H -1.89436 0.64118 0.21174

***

Record 6
34
Properties=species:S:1:pos:R:3 method="wB97M-V/def2-TZVPD" multiplicity=1 e_homo_ev=-4.91 total_charge=-1 e_tot_ev=-161443.48627 max_force_ha_per_bohr=0.0163
C -0.67930 3.65640 3.57610
C -1.47269 3.20874 2.60321
Al -0.83505 2.83783 0.72937
C 0.95848 1.82109 0.86705
Br 2.55620 2.85723 1.24163
C 1.06204 0.49847 0.75965
C -0.10891 -0.41524 0.53846
Br 2.76030 -0.44411 0.92292
H -1.01601 3.76036 4.60248
H 0.34850 3.94259 3.39901
H -2.50691 3.01804 2.87247
H -0.64659 4.23027 -0.08069
H -1.90428 1.95732 -0.10335
H -0.58360 -0.23145 -0.40872
H -0.80613 -0.23888 1.34762
H 0.22459 -1.43990 0.63991
C 0.41029 -1.40242 -3.49568
O -0.70501 -1.49840 -2.62329
H 0.81760 -0.39819 -3.40881
H 1.18649 -2.12335 -3.22263
H 0.10308 -1.57593 -4.53068
H -1.06347 -2.38549 -2.70604
C 1.32398 1.11797 5.83648
O 0.78198 0.87465 4.55207
H 0.50607 1.06895 6.55252
H 2.07322 0.36455 6.10580
H 1.77923 2.11236 5.89196
H 1.49563 0.93031 3.90955
C -0.86480 -4.67622 -6.14867
O -1.40163 -3.66843 -5.29987
H -0.61123 -5.52863 -5.52423
H -1.59628 -4.99239 -6.89764
H 0.04055 -4.32649 -6.65250
H -1.62633 -2.91162 -5.84545

***

Record 7
18
Properties=species:S:1:pos:R:3 method="wB97M-V/def2-TZVPD" multiplicity=1 e_homo_ev=-9.70 total_charge=0 e_tot_ev=-14436.33642 max_force_ha_per_bohr=0.0924 relative_energy_ev=1.408
N 2.98868 0.45527 0.31462
C 1.80827 0.38163 -0.32070
O 1.60936 0.63308 -1.49172
O 0.83162 0.00139 0.54442
C -0.43060 -0.27950 0.00363
C -1.24595 0.93981 -0.29376
N -1.55914 1.76824 0.70881
O -2.16296 0.95164 -1.15385
C -0.59221 -1.51541 -0.82809
C -1.10180 -1.49735 0.57898
H 3.80758 0.74860 -0.19520
H 3.08944 0.14824 1.27089
H -0.77137 2.16318 1.20646
H -2.58047 2.09664 0.24313
H -1.31135 -1.47178 -1.64501
H 0.32845 -2.06209 -1.03045
H -0.53188 -2.03321 1.33765
H -2.17568 -1.42836 0.75018

***

Record 8
48
Properties=species:S:1:pos:R:3 method="wB97M-V/def2-TZVPD" multiplicity=1 e_homo_ev=-8.16 total_charge=0 e_tot_ev=-30690.84244 max_force_ha_per_bohr=0.0545 relative_energy_ev=0.896
C 4.99334 -0.52694 1.26905
N 3.65339 -0.53756 1.85013
C 2.60930 -1.19316 1.32842
O 2.72043 -1.84440 0.29422
C 1.25687 -1.13157 2.07191
N 1.29800 -0.40758 3.36220
C 1.89435 -0.85778 4.46572
C 1.74381 -0.01079 5.70611
O 2.55396 -1.88448 4.49783
C 0.11133 -0.54935 1.21209
C 0.41991 0.84802 0.65799
C -0.30776 -1.45727 0.05349
H 5.63268 0.17490 1.80554
H 4.93616 -0.23814 0.21772
H 5.42322 -1.52853 1.33101
H 3.51883 -0.10791 2.75038
H 0.99744 -2.16790 2.29232
H 0.78113 0.45404 3.42832
H 2.24539 -0.51131 6.53396
H 2.19846 0.96350 5.53790
H 0.68675 0.10465 5.93845
H -0.76124 -0.45592 1.86122
H 0.68518 1.52945 1.46474
H -0.46101 1.23700 0.14481
H 1.24201 0.79555 -0.05748
H -0.47344 -2.47080 0.41811
H 0.45602 -1.47306 -0.72379
H -1.23543 -1.08187 -0.37586
O -1.66081 4.21988 -3.56746
C -2.12072 3.13387 -3.24095
N -3.33524 2.93491 -2.61203
C -3.57321 1.57467 -2.44225
C -4.60765 0.79869 -1.91211
C -4.48585 -0.60489 -1.91120
C -3.33756 -1.23004 -2.43857
C -2.30051 -0.45094 -2.97262
C -1.11272 -0.95885 -3.51995
C -0.13903 -0.07561 -4.02980
C -0.34565 1.31729 -4.00147
C -1.52938 1.82244 -3.45282
C -2.46090 0.93123 -2.95413
H -4.01487 3.67238 -2.45340
H -5.49336 1.27477 -1.50413
H -5.28578 -1.21369 -1.50012
H -3.25682 -2.31261 -2.42984
H -0.94059 -2.03005 -3.54812
H 0.78052 -0.47362 -4.44861
H 0.40109 1.99940 -4.39695

***

Record 9
13
Properties=species:S:1:pos:R:3 method="wB97M-V/def2-TZVPD" multiplicity=1 e_homo_ev=-8.25 total_charge=0 e_tot_ev=-20541.79017 max_force_ha_per_bohr=0.0533 relative_energy_ev=3.869
C -2.40876 -1.31649 0.37284
N -1.67055 -0.30039 -0.44695
N -1.89821 0.98914 -0.14448
C -0.82056 1.59863 0.13988
C 0.28621 0.62289 0.04400
N 1.51273 0.78246 0.18504
S 2.59303 -0.47447 0.02392
O -0.34243 -0.56536 -0.33162
H -2.08341 -1.34307 1.44328
H -3.51713 -1.14260 0.39871
H -2.20216 -2.27588 -0.09721
H -0.72262 2.61574 0.33900
H 1.82713 -1.46836 -0.30901

***

Record 10
104
Properties=species:S:1:pos:R:3 method="wB97M-V/def2-TZVPD" multiplicity=2 s_squared=0.781 e_homo_ev="-5.10 / -6.76" total_charge=0 e_tot_ev=-203120.17712 max_force_ha_per_bohr=0.0099 relative_energy_ev=0.937
Ti -1.18814 0.03851 0.77746
C -1.95949 -2.04872 0.96363
C -2.67023 -1.48898 -0.18595
C -3.52418 -0.47110 0.24677
C -3.41396 -0.35891 1.64468
C -2.48141 -1.29250 2.09564
H -1.79210 -3.12345 1.06494
H -2.52554 -1.79270 -1.21023
H -4.16062 0.13068 -0.38196
H -3.95436 0.33523 2.26228
H -2.15427 -1.42707 3.11511
N 1.06090 0.60050 0.87116
C 1.39523 1.00005 2.21131
C 2.67483 0.98755 2.72393
C 2.88294 1.44580 4.02636
C 1.82883 1.93883 4.76587
C 0.51801 1.96188 4.25182
C -0.59707 2.50433 4.95007
C -1.81668 2.54885 4.28253
C -1.96741 1.98495 3.03785
N -0.95935 1.32120 2.37270
C 0.30390 1.43132 2.96062
H 1.11057 1.42134 0.26100
H 1.71164 -0.08301 0.49868
H 3.50199 0.63810 2.11769
H 3.88044 1.43396 4.44618
H 1.99877 2.32389 5.76421
H -0.46993 2.92366 5.93828
H -2.67248 3.03868 4.72997
H -2.90416 2.06318 2.50979
C -0.18164 -0.22764 -4.89984
N -0.40708 -1.45370 -4.15153
C -0.75376 -2.68247 -4.68488
C -0.78875 -3.56864 -3.66963
N -0.46689 -2.86724 -2.52418
C -0.22401 -1.56931 -2.81770
S 0.22663 -0.33012 -1.76457
H -0.61520 -0.34347 -5.88944
H 0.88800 -0.03505 -4.98089
H -0.65965 0.60206 -4.38583
H -0.94981 -2.80803 -5.73405
H -1.01797 -4.61797 -3.66393
H -0.25842 -3.22617 -1.59919
C -5.07150 2.91785 0.49974
Ge -3.40929 3.77235 -0.14450
C -3.96942 4.86302 -1.68508
C -2.86403 5.05898 1.24362
Ge -1.72179 2.11291 -0.80880
C -2.25905 1.90468 -2.71251
C -2.99309 0.78824 -3.12173
C -3.46361 0.65635 -4.42323
C -3.19058 1.64124 -5.36248
C -2.44925 2.75314 -4.98442
C -2.00184 2.88385 -3.67485
C -0.03061 3.16012 -0.83935
C 0.89545 3.10069 -1.88444
C 2.14850 3.69219 -1.77465
C 2.50983 4.35470 -0.60963
C 1.60688 4.42464 0.44297
C 0.35455 3.83604 0.32435
H -5.81286 3.69177 0.70879
H -4.91963 2.34293 1.41417
H -5.48851 2.25117 -0.25780
H -4.73601 5.57666 -1.37574
H -4.37288 4.23778 -2.48188
H -3.12331 5.42203 -2.08742
H -3.71835 5.69300 1.49218
H -2.05794 5.69683 0.87922
H -2.52887 4.56270 2.15387
H -3.19734 -0.00458 -2.41277
H -4.04267 -0.21668 -4.70311
H -3.55574 1.54731 -6.37773
H -2.23342 3.53047 -5.70764
H -1.44418 3.77221 -3.39861
H 0.64567 2.56336 -2.79224
H 2.84863 3.62760 -2.59917
H 3.48843 4.80933 -0.52040
H 1.87948 4.92891 1.36216
H -0.32565 3.88110 1.16900
C 4.09226 -6.86227 0.68482
C 4.70214 -5.50264 1.05366
C 5.44586 -4.93404 -0.16227
C 5.71847 -5.72325 2.17363
C 3.58309 -4.54216 1.46181
C 3.52226 -3.95191 2.72100
C 2.49765 -3.07465 3.09387
C 1.53667 -2.80794 2.15411
O 0.44284 -1.98314 2.24332
B -0.14590 -1.96732 0.96033
O 0.53671 -2.90753 0.13763
C 1.58905 -3.37584 0.89203
C 2.58278 -4.24322 0.52174
H 4.87783 -7.55879 0.38374
H 3.38710 -6.77459 -0.14290
H 3.56083 -7.29154 1.53603
H 6.24859 -5.61108 -0.46228
H 5.88524 -3.96281 0.07196
H 4.78241 -4.80439 -1.01819
H 6.49154 -6.41192 1.82857
H 5.25598 -6.16200 3.05935
H 6.20812 -4.79215 2.46411
H 4.28952 -4.16701 3.44977
H 2.47008 -2.61457 4.07200
H 2.59483 -4.66643 -0.47442

***

Record 11
27
Properties=species:S:1:pos:R:3 method="wB97M-V/def2-TZVPD" multiplicity=1 e_homo_ev=-5.74 total_charge=0 e_tot_ev=-16241.96616 max_force_ha_per_bohr=0.0231 relative_energy_ev=0.000
Rb -2.46744 -1.73747 1.13935
O -1.69246 -3.87716 3.28939
H -1.74574 -4.24156 2.39739
C -0.54062 1.65165 2.27820
O -1.23951 0.66488 2.13724
N 0.70740 1.62301 2.77736
C 1.38124 0.35207 2.92722
C 1.34156 2.84208 3.21654
H -0.86015 2.66098 1.97056
H 2.26446 0.45056 3.54916
H 1.65727 -0.08396 1.96068
H 0.73016 -0.40228 3.37872
H 1.04349 3.13109 4.22947
H 2.42480 2.74162 3.21409
H 1.09607 3.67469 2.55245
C -0.79475 -1.21390 -2.04220
O -1.04545 -0.45206 -1.12523
N -0.31705 -0.86201 -3.25626
C -0.50379 -1.72030 -4.40995
C 0.18318 0.46402 -3.48903
H -0.91834 -2.30533 -1.92432
H 0.39790 -1.70547 -5.02225
H -1.32029 -1.33713 -5.03109
H -0.75458 -2.72949 -4.09660
H -0.43273 0.98847 -4.22353
H 0.19109 1.00684 -2.54889
H 1.21427 0.41617 -3.84847

***

Record 12
12
Properties=species:S:1:pos:R:3 method="wB97M-V/def2-TZVPD" multiplicity=1 e_homo_ev="-8.49 / -8.13" total_charge=0 e_tot_ev=-20836.01383 max_force_ha_per_bohr=0.0822 relative_energy_ev=3.458
C 0.43736 0.21689 1.02981
C -0.52337 0.85655 -0.01176
C 1.61474 -0.61715 0.51355
O -2.16099 -1.80721 -2.16478
O -1.48404 -0.03646 -0.53073
F 2.52813 -0.02149 -0.16935
S -1.22544 -0.66445 -2.03226
H 0.73813 1.12448 1.57167
H -0.23490 -0.33400 1.67155
H -1.14379 1.60805 0.38285
H -0.12769 1.39784 -0.80204
H 1.58186 -1.72306 0.54149